No. 1
C10H11NO2 | wB97M-V/def2-TZVPD

Structure (SMILES): CC1=[N+]([O-])[C@H](O)c2ccccc2C1
Molecular weight: 177.20 g/mol
F_max: 4.12 eV/Å
HOMO level: -8.1 eV
E: -592.76540 hartree
ΔE to the lowest compared entry with this formula, charge and spin: 4.323 eV
Kohn-Sham gap: 8.427 eV
E_LUMO: 0.31 eV

XYZ file:
```
24
Properties=species:S:1:pos:R:3:forces:R:3:nbo_charge:R:1
C 2.9360 1.4717 0.3762 0.169 -1.705 -0.270 -0.6781
C 1.6797 0.5915 0.0807 3.507 -0.211 0.711 0.1599
N 1.8242 -0.6798 0.3808 -2.069 -0.355 -0.803 0.1013
O 2.8536 -1.2344 0.8783 -0.542 0.438 -0.155 -0.5423
C 0.5626 -1.7096 -0.0803 1.492 3.532 0.919 0.2359
O 0.9776 -2.2055 -1.2899 -1.240 1.153 -2.277 -0.6703
C -0.6995 -0.8629 0.0213 -1.777 -1.638 0.313 -0.0816
C -1.9280 -1.5912 0.3572 2.430 0.070 -0.365 -0.1827
C -3.0428 -0.8795 0.5348 -2.447 3.064 -1.256 -0.2306
C -3.1132 0.5479 0.3417 0.483 -0.732 0.407 -0.1822
C -1.9576 1.2343 0.0305 0.438 0.378 -1.103 -0.2046
C -0.7535 0.5109 -0.1647 -0.195 -1.132 -0.094 -0.0089
C 0.5229 1.1798 -0.5794 -1.420 1.904 -0.198 -0.4735
H 3.8079 1.0433 -0.1724 -0.587 0.000 0.166 0.2372
H 3.2130 1.1912 1.4370 -0.269 1.182 -0.880 0.2570
H 2.9038 2.5307 0.0168 -0.481 -0.827 1.009 0.2224
H 0.5262 -2.3977 0.7582 0.547 -0.669 -0.545 0.2094
H 0.7204 -1.5617 -2.0781 0.665 -1.874 2.695 0.4848
H -2.0087 -2.6829 0.4355 0.562 0.441 -0.134 0.2254
H -4.0619 -1.2229 0.4520 0.054 -1.188 0.854 0.2166
H -4.1235 0.9821 0.4362 0.877 0.112 -0.151 0.2202
H -1.8851 2.3010 -0.3023 -0.524 -0.882 0.770 0.2166
H 0.6304 1.1995 -1.7313 -0.133 0.272 1.669 0.2320
H 0.4155 2.2443 -0.1388 0.459 -1.332 -1.282 0.2363
```
Forces are in eV/Å.

=====

No. 2
C55H130N8O12 | wB97M-V/def2-TZVPD

Molecular weight: 1095.69 g/mol
Total charge: +6
F_max: 4.69 eV/Å
HOMO level: -19.1 eV
E: -3512.02657 hartree
Kohn-Sham gap: 7.428 eV
E_LUMO: -11.67 eV

XYZ file:
```
205
Properties=species:S:1:pos:R:3:forces:R:3:mulliken_charge:R:1
C 0.7670 -0.8750 1.7191 -2.046 0.839 1.174 -0.1796
C -0.0992 -0.4900 0.4900 1.897 -0.920 -1.279 1.2203
O 0.3391 -0.7469 -0.6328 -2.082 1.130 2.234 -0.3132
N -1.4687 0.2116 0.6769 2.136 -0.215 -2.381 2.3013
H -2.0285 -0.2470 1.3814 -1.186 -2.119 1.184 -0.1909
H -1.4147 1.0843 1.1825 1.007 1.798 0.859 -0.7738
C -2.1883 0.5922 -0.6123 0.671 -0.455 0.988 1.1838
H 0.1013 -0.8619 2.5821 -0.331 0.036 0.158 -0.1275
H 1.4853 -0.1004 1.9877 0.054 0.156 -0.554 -0.2526
H 1.2314 -1.8576 1.8024 0.006 0.015 -1.117 0.1386
H -3.0863 1.0574 -0.2059 -0.114 -0.059 -0.693 -0.6843
H -2.3297 -0.2966 -1.2272 -0.294 0.161 0.316 -0.3500
H -1.5900 1.3084 -1.1755 -0.054 0.076 0.299 -0.0330
C 0.0391 2.8036 6.7469 -0.350 -0.350 0.686 -1.0301
C -0.6635 1.5171 6.5572 -2.076 -1.945 3.300 0.6973
O -1.4620 1.0858 7.4013 2.437 0.793 -3.571 -0.4739
N -0.3326 0.6371 5.3387 0.399 0.975 2.873 1.4019
H -1.1830 0.0965 5.2700 -0.552 -1.489 -0.727 0.0278
H -0.2719 1.2845 4.5659 0.188 0.377 -1.354 -0.5342
C 0.9663 -0.1890 5.5155 -1.996 0.576 -0.683 -0.9484
H -0.3684 3.0646 7.7236 -0.074 0.825 -0.239 0.4193
H -0.2169 3.4964 5.9454 0.395 0.172 0.212 0.1228
H 1.0976 2.6666 6.9683 0.211 0.088 -0.680 0.3889
H 1.3077 -0.1717 4.4805 0.783 -0.397 0.430 0.3106
H 0.6618 -1.1814 5.8478 0.097 0.082 -0.125 0.4747
H 1.6111 0.2798 6.2589 -0.041 0.127 -0.325 0.5039
C -6.6740 3.4604 -1.1581 -0.252 -0.102 2.068 -1.5091
C -5.5616 3.2298 -0.0581 0.084 0.258 -2.270 0.0404
C -6.0608 2.6823 1.2543 1.003 -0.456 1.133 -0.5176
C -4.9070 2.1566 2.2334 -1.917 0.162 -0.049 0.2386
N -5.4002 1.3944 3.5069 -1.814 -1.096 -0.486 0.4541
C -6.3822 2.2727 4.3397 0.008 -0.528 0.056 -0.5724
C -5.5049 3.2609 5.0318 0.437 1.161 -0.351 -1.0240
C -4.2907 2.4216 5.3710 1.604 0.578 0.391 -0.3639
C -4.2373 1.1586 4.4894 -0.532 0.889 0.043 0.4646
C -6.1240 0.0300 3.0925 0.882 1.771 0.300 -0.7850
H -7.1342 2.4978 -1.3812 0.075 0.025 -0.424 0.3127
H -6.3225 3.9931 -2.0417 0.049 -0.221 0.134 0.4157
H -7.4632 4.0476 -0.6883 -0.136 0.225 -0.296 0.4266
H -5.0412 4.1807 0.0560 0.250 -0.131 0.240 0.4413
H -4.9202 2.5406 -0.6074 0.723 -0.251 0.481 -0.3930
H -6.7560 1.8726 1.0326 -0.427 0.254 0.336 0.1252
H -6.4574 3.5637 1.7584 -0.896 -0.452 0.121 0.4067
H -4.4611 3.0784 2.6068 0.903 -0.592 -0.192 0.5674
H -4.3022 1.4156 1.7105 0.511 0.457 0.246 -0.5399
H -6.7537 1.6779 5.1741 -0.364 -0.663 -0.535 0.4886
H -7.2026 2.6582 3.7343 0.202 -0.203 -0.044 0.4668
H -5.9120 3.7034 5.9410 -0.434 -0.391 -0.074 0.4551
H -5.2811 4.1442 4.4336 0.204 -0.138 -0.337 0.3154
H -4.3314 2.2062 6.4387 0.074 -0.525 -0.130 0.6074
H -3.3693 2.9907 5.2473 0.030 0.201 -0.050 0.0318
H -4.3381 0.3351 5.1963 -0.715 -0.539 -0.794 0.4395
H -3.3395 0.9764 3.8986 -0.014 0.222 0.040 -0.9334
H -6.2744 -0.4805 4.0438 -0.066 -0.224 -0.389 0.4903
H -5.4989 -0.4901 2.3667 0.414 -0.112 0.530 0.0876
H -7.0532 0.2301 2.5589 -0.082 0.341 0.497 0.3754
C 3.7979 -2.2282 -0.7458 -0.662 0.712 1.095 -0.9867
C 4.6692 -1.3776 0.2694 0.459 -1.912 -0.924 -0.2473
C 4.9097 0.0807 -0.0484 0.572 0.237 -0.412 -0.9480
C 3.8464 0.9108 0.5923 -0.796 1.574 -0.886 0.1774
N 3.9245 2.4724 0.3004 -1.573 0.628 1.680 0.6167
C 2.7399 3.1797 1.0986 0.044 -1.136 -0.424 -0.5060
C 1.5919 3.4070 0.0658 0.770 0.434 -0.044 -0.2820
C 2.0669 2.8875 -1.3362 -0.183 0.378 1.767 0.4966
C 3.5824 2.8225 -1.1686 0.365 -0.855 -0.221 -1.2730
C 5.2727 3.0054 0.7805 -0.681 -0.782 -1.557 -1.0349
H 3.7737 -3.3086 -0.6033 0.929 -0.077 0.365 0.6323
H 4.0638 -2.0626 -1.7898 0.174 0.233 0.169 0.5749
H 2.7348 -2.0344 -0.6030 -0.209 0.680 -0.282 -0.2378
H 5.6312 -1.8902 0.2625 0.243 0.170 -0.032 0.5360
H 4.3824 -1.4512 1.3184 -0.574 -0.190 -0.069 -0.5258
H 5.0404 0.2489 -1.1174 -0.224 -0.036 -0.110 0.2947
H 5.8629 0.3658 0.3969 0.118 -0.062 0.021 0.5981
H 3.8966 0.6947 1.6595 -0.072 0.784 0.191 0.5186
H 2.8345 0.6637 0.2713 -0.003 -0.194 -0.169 -0.5196
H 3.1440 4.0737 1.5734 -0.017 0.210 -0.579 0.4218
H 2.4519 2.5580 1.9463 -0.018 -0.359 -0.209 0.1241
H 1.4903 4.4913 0.0199 -0.225 -0.012 -0.190 0.7210
H 0.5969 3.0154 0.2772 0.249 -0.166 0.631 -0.2867
H 1.7006 3.6595 -2.0129 0.652 -0.394 -0.489 0.8911
H 1.6000 1.9341 -1.5835 0.149 -0.056 -0.025 -0.5342
H 3.9789 3.7900 -1.4767 0.489 -0.058 0.626 0.3537
H 4.0796 2.0325 -1.7314 -0.116 0.265 -0.334 0.2322
H 5.3446 4.0819 0.6252 -0.205 -0.102 0.239 0.4056
H 5.9376 2.5105 0.0725 0.615 0.240 0.486 0.4601
H 5.4309 2.6847 1.8102 0.019 0.172 -0.168 0.3159
C -5.1023 -0.8315 -0.8929 -0.115 -1.313 -0.413 0.1219
C -5.4143 -2.2794 -1.3843 -1.758 0.721 -0.751 -1.7050
C -4.4958 -3.4435 -1.1827 1.775 0.459 1.516 0.0493
C -3.1711 -3.3819 -1.9217 0.626 -1.278 -1.383 -0.5365
N -2.0422 -4.3155 -1.3761 0.103 -0.436 1.628 0.4637
C -1.9447 -4.2033 0.1478 0.464 1.451 0.288 -0.7810
C -0.5387 -4.5392 0.6180 0.316 -0.851 -0.632 -0.7977
C 0.3610 -4.4780 -0.6638 -0.970 -0.337 -0.407 0.0990
C -0.5456 -3.8337 -1.7608 -1.378 -0.762 0.848 0.3185
C -2.2709 -5.8145 -1.7167 0.803 1.077 -0.430 -0.8954
H -4.4656 -0.2663 -1.5735 0.056 -0.121 0.115 0.0953
H -4.6806 -0.9095 0.1092 0.223 0.311 0.105 -0.2117
H -6.0557 -0.3055 -0.8424 0.056 0.040 0.066 0.5014
H -5.7800 -2.2677 -2.4110 0.226 0.264 -0.310 0.4646
H -6.3322 -2.5692 -0.8728 -0.020 -0.039 0.249 0.5548
H -4.9845 -4.3968 -1.3840 -0.079 0.134 0.073 0.4785
H -4.2098 -3.3733 -0.1332 -0.355 -0.451 0.356 -0.1494
H -2.7071 -2.4125 -2.1031 -0.159 0.162 0.589 0.0734
H -3.3900 -3.7790 -2.9129 0.355 0.022 -0.293 0.4680
H -2.6843 -4.7214 0.7583 -0.301 -0.046 -0.742 0.7388
H -2.0054 -3.1324 0.3418 -0.731 0.119 0.005 0.1366
H -0.5473 -5.5277 1.0772 0.359 -0.105 -0.212 0.5454
H -0.2621 -3.8641 1.4278 0.109 0.174 -0.239 0.1859
H 0.6061 -5.4892 -0.9887 0.086 -0.014 0.132 0.5940
H 1.3147 -3.9680 -0.5281 -0.231 0.261 -0.081 -0.5605
H -0.4039 -4.1208 -2.8027 0.256 -0.081 0.171 0.2185
H -0.5449 -2.7480 -1.6636 -0.233 -0.053 -0.099 -0.4540
H -3.1567 -6.3028 -1.3105 -0.232 0.821 0.265 0.3204
H -1.4139 -6.3352 -1.2896 -0.013 -0.096 -0.404 0.3728
H -2.3221 -5.8524 -2.8049 0.237 -0.331 0.094 0.3594
C 1.9265 -1.5595 -3.5710 -0.452 -0.821 -0.679 -0.8495
O 1.1184 -2.1092 -4.6231 0.977 -1.107 -0.538 -0.1374
C 1.8328 -3.2345 -5.2669 0.158 1.379 -0.261 -0.8725
C 0.8295 -3.8996 -6.1536 0.457 0.469 -0.302 -0.7801
N 0.4848 -3.1428 -7.4612 -1.010 -0.346 0.013 -0.0717
H 1.1809 -2.9421 -8.1649 1.516 -0.458 0.293 0.4472
H -0.1236 -3.7445 -7.9978 -0.379 -0.685 -0.326 0.4481
C -0.3083 -1.8554 -7.4198 -0.177 -0.818 2.848 -0.2205
C -0.2962 -1.1832 -8.7139 -0.274 0.188 -1.918 -0.8414
O -0.8438 -2.0707 -9.6374 -0.348 -0.546 0.726 -0.3624
C -0.5672 -1.8476 -10.9996 -0.378 -0.301 -1.299 -0.7818
H 2.8666 -1.2275 -4.0115 0.243 0.105 0.343 0.6240
H 2.0591 -2.4002 -2.8901 0.438 0.431 0.481 0.3597
H 1.3919 -0.7378 -3.0944 0.001 -0.128 -0.042 -0.1244
H 2.2797 -3.9901 -4.6208 -0.671 -0.020 0.869 0.5681
H 2.7447 -2.9059 -5.7656 -0.114 0.601 -0.446 0.5458
H -0.0097 -3.9467 -5.4596 -0.790 -0.044 -0.947 0.3019
H 1.1380 -4.9122 -6.4135 -0.041 0.161 -0.276 0.4567
H 0.1974 -1.2865 -6.6396 -0.380 0.225 0.017 -0.0322
H -1.2773 -2.2272 -7.0867 -0.270 0.677 0.008 0.4107
H 0.7463 -0.9519 -8.9327 0.379 0.301 -0.431 0.4970
H -0.8884 -0.2714 -8.7912 0.165 0.427 0.722 0.4633
H 0.5147 -1.8110 -11.1276 -0.069 -0.288 -0.518 0.3460
H -1.0432 -1.0251 -11.5334 0.094 1.090 0.998 0.3321
H -1.1265 -2.6140 -11.5361 0.906 -0.775 0.116 0.2688
C 3.5264 3.1241 -4.6862 -1.035 0.477 -0.679 -0.8807
O 2.1041 2.8007 -4.5427 -0.103 -1.424 -0.955 0.0367
C 1.5435 1.9392 -5.5876 -2.005 0.747 1.669 -0.7555
C 0.0662 1.5062 -5.1679 0.385 2.307 0.334 0.1016
N -0.9504 2.7225 -5.4812 1.624 -0.462 1.030 -0.1081
H -0.8301 2.8802 -6.4715 -0.052 0.479 -0.445 0.4529
H -1.8994 2.3959 -5.3683 -0.467 -0.148 0.355 0.4232
C -0.7888 4.0633 -4.7062 0.351 0.158 0.335 -1.1524
C -1.0610 3.9272 -3.1821 -0.555 -0.889 -0.720 0.6355
O -2.2948 3.2372 -2.9587 -0.322 0.287 -0.292 -0.1869
C -3.4836 4.0537 -3.1944 0.540 0.497 -0.310 -0.7645
H 4.1797 2.2545 -4.6134 -0.132 -0.049 0.164 0.3353
H 3.7349 3.8966 -3.9460 0.008 -0.355 0.204 0.1881
H 3.6810 3.6255 -5.6416 0.109 -0.196 -0.171 0.4115
H 2.0645 0.9969 -5.7569 0.508 0.289 -0.115 0.4780
H 1.3239 2.5139 -6.4874 1.008 -0.032 -0.468 0.4708
H -0.0100 1.3373 -4.0938 -0.053 -0.113 -0.113 -0.2306
H -0.3051 0.6573 -5.7420 0.055 0.179 0.030 -0.0295
H -1.4371 4.8103 -5.1641 -0.497 -0.459 -0.089 0.5543
H 0.1964 4.4855 -4.9048 0.240 -0.554 0.103 0.3993
H -0.9938 4.8873 -2.6704 -0.384 0.403 -0.377 0.6388
H -0.2882 3.3449 -2.6803 -0.008 -0.377 -0.289 -0.9070
H -3.5394 4.4297 -4.2159 0.391 0.040 -0.246 0.3869
H -3.4418 4.9289 -2.5460 -0.228 -0.120 0.192 0.3930
H -4.4243 3.5115 -3.0983 0.506 -0.435 0.603 0.0651
C 4.1308 -3.3488 3.2075 0.161 -0.192 0.484 -0.5935
O 3.7991 -2.1347 3.8767 -0.569 0.872 0.020 0.0031
C 3.9584 -2.0116 5.2697 0.133 0.129 0.493 -0.3794
C 5.3830 -1.7317 5.6968 1.778 -1.086 -1.313 -0.8124
N 6.0338 -0.5746 4.8545 -1.008 -0.846 1.215 0.0108
H 6.2054 -0.7307 3.8715 -0.356 -1.502 -0.666 0.2209
H 5.2893 0.1075 4.8312 0.230 0.949 0.389 0.3366
C 7.3998 -0.0491 5.2132 -0.667 0.952 1.199 -0.6673
C 8.5138 -0.9651 4.7754 -1.007 0.051 0.209 -0.4974
O 8.2368 -1.3041 3.4275 -0.482 0.236 1.316 -0.2849
C 9.2962 -1.8982 2.7181 0.588 0.411 -1.295 -0.8180
H 3.7604 -3.2391 2.1882 0.115 -0.073 0.111 -0.0661
H 3.6583 -4.2179 3.6654 -0.080 0.022 0.123 0.3684
H 5.2103 -3.4995 3.2064 0.084 -0.100 -0.154 0.3541
H 3.5554 -2.8263 5.8712 0.359 -0.720 -0.271 0.4394
H 3.3303 -1.2140 5.6667 -0.095 0.537 -0.686 0.0022
H 6.0413 -2.5782 5.5017 -0.136 -0.208 -0.300 0.4066
H 5.4952 -1.6427 6.7773 -0.081 1.050 -0.071 0.5416
H 7.4370 0.0714 6.2959 0.035 0.204 -0.034 0.3621
H 7.3609 0.9322 4.7403 0.697 0.037 -0.001 0.3814
H 8.4951 -1.7998 5.4761 0.149 -0.632 -0.322 0.3869
H 9.4409 -0.4405 5.0064 0.297 0.082 -0.636 0.4337
H 9.5373 -2.9325 2.9634 -0.154 0.089 0.419 0.3396
H 10.1666 -1.2452 2.7825 0.263 -0.266 0.147 0.3672
H 8.9731 -1.8519 1.6781 0.109 -0.253 -0.043 0.2194
C -3.5228 -3.3162 3.6700 -0.230 -0.204 1.049 -1.4184
C -2.7850 -2.0020 3.6823 -0.692 0.663 -2.639 0.0490
O -2.2418 -1.4954 4.6226 1.645 0.247 4.385 -0.7163
O -2.7467 -1.3373 2.5999 -0.416 0.162 -3.220 -0.9876
H -3.7385 -3.5904 4.7027 0.152 -0.234 -0.027 0.4536
H -2.9145 -4.1035 3.2248 0.056 0.019 -0.010 0.2435
H -4.4882 -3.2837 3.1650 0.201 0.265 -0.269 0.3046
C -0.4345 4.3790 3.1748 -0.396 0.109 -0.125 -1.5946
C -0.9312 3.0932 2.5479 -2.854 1.998 -0.769 0.2799
O -0.2951 2.1025 2.8971 1.433 -3.362 0.230 -0.3077
O -1.9589 3.0911 1.7641 2.331 -0.500 0.977 -0.7101
H 0.1686 4.8510 2.3991 -0.321 0.687 0.074 0.2046
H 0.2320 4.2164 4.0218 -0.025 -0.282 -0.149 0.4007
H -1.2887 4.9539 3.5324 0.235 0.501 -0.470 0.4222
```
Forces are in eV/Å.

=====

> The lowest E belongs to which entry?

C55H130N8O12